Entry 1:
22
Properties=species:S:1:pos:R:3:lowdin_spin:R:1 method="wB97M-V/def2-TZVPD" s2=0.75 gap_ev="10.33 / 4.48" total_charge=+2 multiplicity=2 homo_energy_ev="-17.7 / -17.7"
C -1.604 -0.627 0.494 0.076
N -1.880 0.103 1.748 0.766
C -0.263 -0.210 -0.092 0.030
N -0.513 0.600 -1.446 0.003
C 0.524 0.522 -2.580 0.002
C 0.546 0.752 0.774 0.038
H -2.418 -0.386 -0.205 0.001
H -1.598 -1.716 0.662 0.030
H -2.876 0.390 1.666 0.015
H -1.775 -0.426 2.625 0.019
H 0.265 -1.039 -0.531 0.000
H -0.985 1.475 -1.174 0.000
H -1.328 0.057 -1.728 0.000
H 0.019 0.014 -3.382 0.000
H 1.361 -0.102 -2.178 0.000
H 0.970 1.557 -2.681 0.000
H 1.241 0.446 1.550 0.000
H -0.229 1.571 0.933 0.015
H 1.152 1.320 0.029 0.002
H 3.537 -1.919 1.377 0.000
H 2.948 -1.157 2.549 0.000
O 2.904 -1.223 1.587 0.000

Entry 2:
324
Properties=species:S:1:pos:R:3:lowdin_charge:R:1 method="wB97M-V/def2-TZVPD" gap_ev=7.93 multiplicity=1 homo_energy_ev=-7.8
C 7.058 1.641 4.137 -0.035
C 6.385 2.710 3.282 -0.468
C 4.981 2.986 3.769 -0.049
C 7.103 4.121 3.401 -0.130
C 8.362 4.278 2.569 -0.185
C 8.017 3.912 1.128 -0.161
C 7.380 2.556 0.833 -0.470
C 6.893 2.644 -0.681 -0.010
C 8.390 1.506 0.982 -0.057
N 6.250 2.302 1.845 -0.087
O 5.655 1.045 1.644 -0.029
H 6.561 0.675 4.045 0.062
H 8.125 1.485 3.980 0.068
H 7.066 1.860 5.205 0.085
H 4.938 2.953 4.858 0.087
H 4.529 3.907 3.401 0.084
H 4.377 2.145 3.429 0.068
H 6.432 4.947 3.163 0.107
H 7.359 4.416 4.419 0.118
H 8.813 5.270 2.585 0.114
H 9.122 3.577 2.916 0.104
H 8.878 4.052 0.475 0.122
H 7.291 4.679 0.858 0.116
H 7.716 2.727 -1.390 0.090
H 6.086 3.365 -0.816 0.082
H 6.461 1.683 -0.958 0.042
H 8.037 0.536 0.632 0.074
H 8.733 1.348 2.004 0.071
H 9.306 1.662 0.413 0.095
H 4.898 1.396 1.169 0.095
C 2.899 0.716 -8.528 -0.030
C 1.417 1.161 -8.300 -0.409
C 0.645 0.889 -9.662 -0.033
C 0.690 0.291 -7.170 -0.121
C -0.550 0.904 -6.668 -0.197
C -0.429 2.378 -6.353 -0.144
C 0.136 3.260 -7.419 -0.477
C -0.919 3.617 -8.491 -0.035
C 0.513 4.638 -6.775 -0.013
N 1.396 2.639 -7.922 -0.116
O 2.079 3.354 -8.923 -0.008
H 3.498 0.729 -7.618 0.062
H 2.798 -0.347 -8.749 0.075
H 3.460 1.199 -9.328 0.083
H 0.897 1.561 -10.482 0.078
H 0.792 -0.092 -10.113 0.075
H -0.429 0.965 -9.492 0.057
H 0.598 -0.712 -7.588 0.126
H 1.445 0.220 -6.387 0.089
H -1.450 0.724 -7.256 0.116
H -0.854 0.428 -5.736 0.082
H -0.068 2.420 -5.325 0.095
H -1.476 2.664 -6.248 0.109
H -1.710 4.282 -8.146 0.085
H -1.429 2.746 -8.903 0.065
H -0.451 4.081 -9.360 0.085
H -0.014 4.814 -5.838 0.081
H 0.229 5.408 -7.493 0.074
H 1.583 4.686 -6.573 0.071
H 2.741 3.818 -8.405 0.102
C -5.848 3.991 -2.228 -0.031
C -6.073 3.312 -3.622 -0.496
C -7.223 4.157 -4.342 -0.026
C -4.776 3.409 -4.414 -0.135
C -4.799 2.532 -5.698 -0.155
C -4.894 1.097 -5.232 -0.153
C -6.219 0.815 -4.458 -0.440
C -7.297 0.633 -5.515 -0.039
C -5.912 -0.540 -3.740 -0.043
N -6.442 1.924 -3.419 -0.075
O -7.669 1.800 -2.696 -0.013
H -5.647 5.045 -2.423 0.078
H -6.719 3.963 -1.572 0.073
H -4.990 3.477 -1.796 0.074
H -6.935 5.113 -4.781 0.071
H -7.620 3.710 -5.254 0.061
H -8.093 4.374 -3.722 0.073
H -4.614 4.437 -4.740 0.117
H -3.967 3.181 -3.721 0.107
H -5.523 2.873 -6.438 0.112
H -3.825 2.744 -6.140 0.088
H -4.054 0.762 -4.624 0.099
H -4.914 0.477 -6.129 0.117
H -7.148 -0.293 -6.069 0.085
H -7.365 1.420 -6.267 0.074
H -8.272 0.634 -5.028 0.082
H -6.756 -0.961 -3.194 0.078
H -5.079 -0.504 -3.039 0.054
H -5.569 -1.255 -4.488 0.079
H -7.414 1.379 -1.872 0.050
C 3.279 -1.846 -5.442 -0.043
C 4.168 -2.631 -4.537 -0.490
C 3.762 -4.129 -4.448 -0.017
C 5.596 -2.612 -5.183 -0.129
C 6.663 -3.084 -4.231 -0.211
C 6.623 -2.174 -3.040 -0.126
C 5.245 -2.127 -2.214 -0.428
C 5.151 -3.366 -1.299 -0.019
C 5.304 -0.868 -1.338 -0.029
N 4.118 -2.037 -3.199 -0.105
O 2.913 -2.108 -2.561 -0.032
H 3.283 -2.278 -6.443 0.092
H 2.241 -1.897 -5.117 0.071
H 3.488 -0.779 -5.516 0.080
H 2.785 -4.282 -3.990 0.073
H 3.556 -4.530 -5.441 0.087
H 4.473 -4.757 -3.912 0.071
H 5.648 -3.108 -6.153 0.124
H 5.866 -1.564 -5.322 0.121
H 6.560 -4.137 -3.971 0.106
H 7.663 -2.939 -4.638 0.118
H 7.199 -1.250 -3.102 0.119
H 7.319 -2.744 -2.425 0.109
H 5.899 -3.266 -0.512 0.073
H 5.257 -4.311 -1.830 0.075
H 4.171 -3.352 -0.822 0.078
H 5.426 -0.039 -2.035 0.059
H 5.948 -0.899 -0.460 0.075
H 4.321 -0.662 -0.913 0.069
H 2.775 -3.032 -2.343 0.089
C -1.027 -3.936 3.904 -0.025
C -0.805 -3.058 5.183 -0.461
C 0.450 -2.142 4.891 -0.012
C -1.975 -2.176 5.399 -0.208
C -2.206 -1.613 6.755 -0.151
C -2.244 -2.808 7.779 -0.103
C -0.959 -3.671 7.774 -0.502
C 0.157 -2.881 8.544 -0.026
C -1.220 -4.958 8.558 -0.047
N -0.599 -3.988 6.369 -0.105
O 0.525 -4.807 6.217 -0.010
H -1.805 -4.679 4.079 0.081
H -1.385 -3.312 3.085 0.072
H -0.088 -4.407 3.612 0.076
H 0.674 -1.701 5.862 0.072
H 1.319 -2.692 4.530 0.047
H 0.237 -1.391 4.131 0.074
H -2.074 -1.531 4.526 0.113
H -2.849 -2.781 5.157 0.117
H -1.443 -0.849 6.902 0.089
H -3.151 -1.071 6.763 0.100
H -3.045 -3.523 7.593 0.114
H -2.464 -2.511 8.804 0.115
H 1.128 -3.355 8.403 0.079
H -0.185 -2.724 9.567 0.081
H 0.338 -1.893 8.122 0.060
H -0.344 -5.599 8.652 0.078
H -1.967 -5.596 8.087 0.085
H -1.473 -4.702 9.587 0.084
H 0.092 -5.578 5.846 0.101
C -5.273 -5.382 -3.100 -0.034
C -3.921 -5.051 -2.433 -0.467
C -3.079 -4.261 -3.419 -0.046
C -4.227 -4.117 -1.190 -0.112
C -4.705 -4.914 0.028 -0.189
C -3.960 -6.167 0.353 -0.162
C -3.558 -7.044 -0.852 -0.485
C -2.509 -7.940 -0.230 -0.058
C -4.742 -7.999 -1.188 -0.026
N -3.102 -6.211 -1.989 -0.104
O -2.464 -6.935 -3.003 0.000
H -5.996 -5.741 -2.368 0.064
H -5.702 -4.483 -3.543 0.078
H -5.275 -6.047 -3.964 0.089
H -2.015 -4.209 -3.189 0.081
H -3.170 -4.713 -4.407 0.083
H -3.433 -3.237 -3.530 0.074
H -3.359 -3.551 -0.853 0.101
H -4.924 -3.359 -1.547 0.099
H -4.695 -4.278 0.912 0.101
H -5.733 -5.207 -0.185 0.106
H -4.515 -6.769 1.072 0.119
H -3.140 -5.811 0.977 0.113
H -1.619 -7.328 -0.078 0.090
H -2.258 -8.810 -0.838 0.079
H -2.866 -8.412 0.685 0.091
H -5.213 -8.384 -0.283 0.082
H -4.339 -8.830 -1.767 0.079
H -5.556 -7.640 -1.817 0.060
H -1.556 -6.640 -2.906 0.101
C 8.187 -1.985 2.588 -0.009
C 7.191 -2.959 3.366 -0.466
C 7.200 -4.381 2.692 -0.020
C 7.669 -3.028 4.855 -0.130
C 6.644 -3.477 5.853 -0.186
C 5.393 -2.620 5.799 -0.154
C 4.821 -2.609 4.417 -0.469
C 3.934 -3.850 4.232 -0.021
C 3.947 -1.319 4.282 -0.027
N 5.863 -2.420 3.370 -0.125
O 5.315 -2.263 2.112 -0.016
H 8.210 -1.025 3.104 0.052
H 9.228 -2.295 2.680 0.082
H 7.820 -1.806 1.578 0.065
H 8.187 -4.842 2.721 0.076
H 6.496 -5.065 3.167 0.064
H 6.787 -4.428 1.685 0.063
H 8.492 -3.743 4.875 0.120
H 7.939 -1.996 5.077 0.116
H 6.319 -4.507 5.710 0.110
H 7.167 -3.461 6.809 0.114
H 5.558 -1.606 6.164 0.118
H 4.740 -2.984 6.593 0.124
H 3.560 -3.771 3.211 0.083
H 3.138 -3.940 4.970 0.071
H 4.458 -4.801 4.325 0.072
H 4.460 -0.360 4.357 0.069
H 3.277 -1.286 5.141 0.073
H 3.270 -1.248 3.431 0.067
H 5.142 -1.321 2.050 0.071
C -2.536 2.604 3.889 -0.010
C -2.345 2.639 5.413 -0.470
C -3.527 1.974 6.104 -0.038
C -1.128 1.832 5.859 -0.137
C 0.264 2.453 5.525 -0.172
C 0.357 3.759 6.335 -0.136
C -0.815 4.740 5.998 -0.448
C -0.744 5.866 7.030 -0.044
C -0.626 5.311 4.549 -0.031
N -2.179 4.042 6.017 -0.110
O -3.232 4.887 5.747 -0.005
H -3.136 1.722 3.663 0.065
H -3.136 3.452 3.558 0.073
H -1.624 2.539 3.297 0.076
H -3.568 2.004 7.193 0.097
H -4.403 2.472 5.687 0.073
H -3.618 0.926 5.819 0.064
H -1.094 1.711 6.942 0.120
H -1.138 0.819 5.457 0.098
H 1.046 1.755 5.826 0.100
H 0.597 2.520 4.489 0.099
H 1.350 4.133 6.087 0.115
H 0.312 3.514 7.396 0.114
H -1.456 6.679 6.892 0.079
H 0.235 6.345 7.021 0.085
H -0.837 5.408 8.015 0.083
H 0.368 5.591 4.202 0.084
H -1.234 6.215 4.532 0.071
H -1.084 4.724 3.752 0.055
H -3.195 4.972 4.791 0.071
C -5.568 -0.357 -0.243 -0.018
C -6.681 -0.632 0.842 -0.421
C -7.674 -1.648 0.247 -0.031
C -5.918 -1.306 2.049 -0.130
C -5.207 -0.371 3.013 -0.190
C -6.127 0.718 3.452 -0.125
C -6.828 1.547 2.311 -0.482
C -8.032 2.307 2.933 -0.036
C -5.915 2.530 1.645 -0.025
N -7.429 0.559 1.376 -0.094
O -8.217 1.099 0.359 -0.026
H -5.984 0.145 -1.117 0.046
H -4.706 0.232 0.067 0.053
H -5.175 -1.292 -0.643 0.062
H -7.248 -2.621 0.001 0.078
H -8.582 -1.835 0.820 0.087
H -8.021 -1.214 -0.691 0.070
H -6.630 -1.994 2.505 0.116
H -5.099 -1.952 1.733 0.096
H -4.748 -0.935 3.825 0.110
H -4.395 0.065 2.431 0.094
H -5.566 1.454 4.028 0.090
H -6.949 0.396 4.093 0.121
H -8.807 1.708 3.414 0.083
H -8.504 2.946 2.188 0.076
H -7.699 3.031 3.676 0.083
H -5.065 1.981 1.239 0.066
H -5.499 3.339 2.244 0.089
H -6.394 2.905 0.740 0.075
H -9.142 0.900 0.525 0.113
C 0.246 1.854 0.280 -0.024
C 0.499 0.330 0.121 -0.449
C 1.769 -0.087 0.886 -0.028
C -0.701 -0.550 0.686 -0.093
C -2.038 -0.603 -0.211 -0.158
C -1.725 -0.984 -1.645 -0.142
C -0.614 -0.077 -2.245 -0.466
C -0.201 -0.945 -3.455 -0.041
C -1.209 1.206 -2.748 -0.016
N 0.550 -0.018 -1.343 -0.113
O 1.711 0.417 -1.928 -0.020
H 0.609 2.452 -0.555 0.072
H -0.826 2.044 0.223 0.062
H 0.523 2.210 1.272 0.076
H 1.465 0.059 1.922 0.077
H 2.094 -1.080 0.577 0.089
H 2.516 0.642 0.572 0.069
H -0.358 -1.561 0.906 0.104
H -1.061 -0.132 1.626 0.096
H -2.700 -1.332 0.256 0.086
H -2.475 0.373 0.000 0.088
H -2.596 -0.915 -2.296 0.101
H -1.532 -2.056 -1.686 0.104
H 0.210 -1.908 -3.153 0.085
H 0.548 -0.467 -4.088 0.062
H -1.027 -1.092 -4.150 0.085
H -1.616 1.832 -1.954 0.069
H -2.146 1.040 -3.279 0.072
H -0.502 1.847 -3.276 0.073
H 1.936 -0.395 -2.389 0.052
C -0.864 5.295 -1.042 -0.047
C -1.613 6.405 -0.289 -0.519
C -2.919 6.720 -1.016 -0.045
O -1.794 5.961 1.011 -0.048
H -0.470 5.719 -1.966 0.078
H -1.582 4.528 -1.332 0.067
H -0.139 4.758 -0.431 0.066
H -1.027 7.317 -0.174 0.135
H -3.397 7.567 -0.525 0.080
H -3.570 5.849 -0.938 0.067
H -2.667 6.877 -2.065 0.082
H -1.291 6.554 1.574 0.085
C 4.617 2.313 -3.599 -0.057
C 3.233 2.318 -4.244 -0.428
C 2.420 3.569 -3.697 -0.044
O 3.444 2.507 -5.640 -0.072
H 5.011 3.324 -3.506 0.082
H 5.374 1.683 -4.067 0.079
H 4.472 1.899 -2.601 0.057
H 2.679 1.396 -4.065 0.110
H 2.575 3.795 -2.642 0.064
H 1.331 3.546 -3.727 0.042
H 2.700 4.517 -4.156 0.073
H 2.658 2.242 -6.123 0.032

Entry 3:
63
Properties=species:S:1:pos:R:3:lowdin_charge:R:1 method="wB97M-V/def2-TZVPD" gap_ev=8.66 total_charge=+1 multiplicity=1 homo_energy_ev=-11.0
C -2.092 -0.835 -0.547 -0.095
C -1.478 0.461 -0.108 -0.247
C -1.938 1.664 -0.805 -0.164
C -0.633 2.635 -0.793 -0.159
N -0.465 3.234 0.634 -0.059
C 0.054 4.600 0.421 -0.308
N 1.251 4.698 1.267 0.001
N -1.047 -2.011 -0.451 0.185
H -2.361 -1.018 -1.576 0.086
H -3.006 -1.112 0.023 0.136
H -0.265 0.265 0.081 0.121
H -1.622 0.669 1.000 0.132
H -2.223 1.348 -1.708 0.051
H -2.772 2.247 -0.270 0.109
H -0.828 3.454 -1.570 0.112
H 0.360 2.164 -0.935 0.100
H -1.396 3.258 1.073 0.101
H -0.553 5.424 0.794 0.112
H 0.152 4.811 -0.595 0.074
H 1.997 4.207 0.906 0.008
H 0.982 4.056 2.108 0.096
H -0.948 -2.472 -1.382 0.113
H -0.138 -1.664 -0.183 0.084
H -1.350 -2.743 0.177 0.073
H 0.845 -1.156 3.866 0.066
H 1.621 -0.465 2.725 0.071
O 1.488 -1.369 3.193 -0.089
H 1.492 -3.101 0.817 -0.028
H 0.889 -2.567 2.243 0.080
O 0.694 -2.989 1.288 -0.108
H 0.909 -2.086 -3.507 0.046
H 0.685 -3.590 -3.507 0.059
O 0.297 -2.778 -3.285 0.008
H 2.526 -0.159 -1.602 0.084
H 2.734 -1.109 -0.459 0.092
O 2.011 -0.480 -0.778 -0.097
H 1.147 0.042 -4.195 -0.021
H 1.988 0.959 -3.464 0.011
O 1.809 0.070 -3.569 0.005
H 0.814 2.275 5.411 0.075
H -0.655 2.627 5.137 0.025
O 0.211 2.714 4.734 -0.085
H -1.197 1.612 -4.374 0.066
H 0.167 2.010 -4.281 -0.009
O -0.310 1.262 -4.381 0.013
H 3.779 -4.136 0.516 0.036
H 2.738 -4.830 -0.359 0.061
O 3.145 -3.979 -0.165 -0.029
H 1.455 0.543 0.663 -0.024
H 1.001 1.429 1.916 0.106
O 1.004 0.525 1.472 -0.079
H -2.387 -4.712 1.682 0.052
H -1.045 -4.059 2.042 0.065
O -1.645 -4.263 1.273 -0.074
H -5.088 2.949 1.489 -0.004
H -4.678 1.814 0.890 0.063
O -4.498 2.772 0.821 -0.028
H -1.287 -2.429 -3.499 0.043
H -2.556 -3.365 -3.703 0.044
O -2.241 -2.640 -3.154 -0.113
H 4.757 -1.863 2.611 -0.054
H 3.434 -1.589 3.010 -0.043
O 4.263 -1.225 2.918 0.054

Entry 4:
11
Properties=species:S:1:pos:R:3:lowdin_charge:R:1 method="wB97M-V/def2-TZVPD" gap_ev=10.95 multiplicity=1 homo_energy_ev=-10.3
C 2.101 0.228 -0.738 -0.075
N 2.269 0.915 0.174 0.067
H 1.889 -0.429 -1.559 0.053
C -0.697 -1.550 -0.148 -0.145
O -0.223 -1.376 -1.250 -0.049
H -0.076 -1.543 0.766 0.091
H -1.778 -1.711 0.002 0.090
C -0.868 1.378 0.688 -0.158
O -1.635 0.712 1.341 -0.027
H 0.064 1.790 1.110 0.063
H -1.047 1.585 -0.387 0.090

Entry 5:
10
Properties=species:S:1:pos:R:3:lowdin_charge:R:1 method="wB97M-V/def2-TZVPD" gap_ev=8.54 multiplicity=1 homo_energy_ev=-8.5
O 2.114 -0.602 0.228 0.102
C 0.964 -0.277 0.210 -0.405
C 0.218 1.083 0.279 -0.087
N -0.985 0.260 0.140 -0.057
C -0.405 -0.975 0.195 -0.096
H 0.315 1.619 1.229 0.115
H 0.411 1.758 -0.564 0.115
H -1.917 0.476 0.460 0.130
H -0.568 -1.846 -0.726 0.032
H -0.148 -1.496 -1.453 0.152

Entry 6:
20
Properties=species:S:1:pos:R:3:lowdin_spin:R:1 method="wB97M-V/def2-TZVPD" s2=0.76 gap_ev="8.89 / 5.47" total_charge=+1 multiplicity=2 homo_energy_ev="-12.5 / -12.5"
C 1.055 -0.487 1.049 0.004
O 1.657 -1.206 2.108 0.003
C -0.266 -1.123 0.574 0.003
C -0.659 -0.627 -0.823 0.078
C -0.512 0.761 -1.278 0.388
C -0.362 1.948 -0.562 0.168
N -0.269 3.103 -1.175 0.279
N -0.224 -2.549 0.540 0.002
H 0.908 0.551 1.349 0.001
H 1.799 -0.513 0.254 0.001
H 1.225 -0.996 2.944 0.000
H -1.083 -0.789 1.218 0.000
H -1.719 -0.882 -1.003 0.035
H -0.199 -1.233 -1.615 0.017
H -0.744 0.847 -2.335 0.010
H -0.295 1.936 0.515 0.002
H -0.200 3.959 -0.630 0.005
H -0.458 3.230 -2.164 0.004
H 0.243 -2.932 1.348 0.000
H 0.100 -2.998 -0.312 0.000

Entry 7:
16
Properties=species:S:1:pos:R:3:lowdin_charge:R:1 method="wB97M-V/def2-TZVPD" gap_ev=12.50 multiplicity=1 homo_energy_ev=-11.4
C -1.149 0.704 2.682 -0.136
C -0.343 1.045 1.337 -0.158
H -0.584 1.295 3.394 0.050
H -2.152 1.078 2.552 0.050
H -1.037 -0.359 2.842 0.053
H 0.719 1.114 1.588 0.062
H -0.380 0.161 0.706 0.031
H -0.772 1.936 0.899 0.059
C 0.824 -1.585 -1.899 -0.176
C 0.606 -0.061 -2.081 -0.143
H 1.446 -1.804 -1.033 0.057
H -0.074 -2.204 -1.912 0.055
H 1.320 -2.063 -2.749 0.055
H 0.394 0.402 -1.127 0.014
H 1.507 0.297 -2.553 0.060
H -0.325 0.045 -2.646 0.067

Entry 8:
26
Properties=species:S:1:pos:R:3:lowdin_spin:R:1 method="wB97M-V/def2-TZVPD" s2=6.01 gap_ev="5.15 / 6.42" total_charge=+4 multiplicity=5 homo_energy_ev="-23.4 / -23.4"
O -3.463 -0.502 -2.189 0.032
Cr -4.911 0.031 -3.200 3.959
C -2.883 -1.802 -2.070 0.004
H -2.809 -2.107 -1.019 0.000
H -1.755 -1.658 -2.354 0.001
H -3.399 -2.533 -2.698 0.000
O -0.013 -0.596 -1.708 0.001
C -0.399 0.672 -1.881 0.000
C 0.211 1.706 -0.967 0.000
O 0.455 1.047 0.279 0.000
C 1.350 1.670 1.194 0.000
C 1.560 0.679 2.313 0.000
O 1.845 -0.601 1.728 0.000
C 2.299 -1.571 2.676 0.000
Mg 0.904 -0.917 -0.029 0.000
H -2.716 0.208 -1.829 0.004
H -0.527 1.004 -2.922 0.000
H -0.448 2.572 -0.816 0.000
H 1.176 2.072 -1.364 0.000
H 0.919 2.601 1.587 0.000
H 2.296 1.897 0.680 0.000
H 0.661 0.584 2.938 0.000
H 2.407 0.992 2.938 0.000
H 2.445 -2.514 2.142 0.000
H 3.249 -1.236 3.109 0.000
H 1.546 -1.697 3.465 0.000

F_max: 3.9, 3.5, 7.2, 1.2, 0.6, 1.0, 3.0, 6.9 (eV/A)
ΔE to the lowest compared entry with this formula, charge and spin: 65.7, 0.0, 78.9, 70.9, 117.4, 11.5, 14.2, 11.8 (kcal/mol)